No. 1
Density functional theory data (ωB97M-V with the def2-TZVPD basis set) for a cluster of 2 separate species, C20H18F3N7O6S in total.

Structure (XYZ):
```
55
Properties=species:S:1:pos:R:3:lowdin_charge:R:1
C -4.00 -2.90 -4.15 -0.090
C -4.58 -2.38 -2.98 -0.093
C -3.79 -2.11 -1.86 -0.034
C -2.38 -2.35 -1.91 -0.177
C -1.42 -2.04 -0.87 -0.232
C -1.49 -1.66 0.48 0.011
N -0.18 -1.55 0.88 -0.125
C 0.37 -1.30 2.23 -0.067
C 0.16 -2.49 3.17 -0.302
C 0.16 -2.12 4.65 -0.123
C 0.60 -3.42 5.34 -0.131
C 1.17 -4.32 4.24 -0.159
N 1.20 -3.51 3.01 -0.010
N 0.65 -1.80 -0.17 0.049
N -0.09 -2.10 -1.20 0.051
C -1.82 -2.89 -3.08 -0.040
C -2.62 -3.17 -4.20 -0.075
H -4.63 -3.10 -5.02 0.099
H -5.66 -2.18 -2.94 0.102
H -4.21 -1.70 -0.93 0.105
H -2.37 -1.50 1.07 0.121
H 1.44 -1.06 2.10 0.123
H -0.17 -0.42 2.62 0.138
H -0.81 -2.98 2.93 0.159
H 0.85 -1.28 4.84 0.125
H -0.84 -1.82 4.95 0.120
H 1.34 -3.22 6.12 0.115
H -0.25 -3.95 5.80 0.115
H 2.15 -4.67 4.53 0.091
H 0.59 -5.23 4.07 0.133
H 0.98 -4.11 2.21 0.120
H -0.74 -3.07 -3.09 0.103
H -2.15 -3.60 -5.09 0.104
O 4.54 -2.17 5.67 -0.273
S 4.57 -2.07 4.23 0.791
O 3.84 -1.06 3.49 -0.282
C 6.38 -2.14 3.65 -0.588
F 6.99 -1.01 4.05 0.137
F 7.06 -3.21 4.16 0.136
F 6.41 -2.23 2.30 0.128
C 4.07 -3.63 3.54 -0.290
C 3.25 -3.68 2.36 0.003
C 3.37 -4.89 1.66 -0.087
N 2.49 -5.27 0.63 -0.154
O 1.70 -4.65 -0.07 0.075
O 2.55 -6.67 0.55 0.055
N 3.40 -7.19 1.49 0.151
C 3.87 -6.10 2.18 -0.131
C 4.39 -6.06 3.52 -0.084
N 4.61 -7.25 4.29 -0.317
O 4.07 -8.34 3.99 0.074
O 5.38 -7.14 5.28 0.044
C 4.57 -4.80 4.13 0.019
H 2.96 -2.81 1.78 0.130
H 5.02 -4.73 5.12 0.139
```

Properties
- HOMO: -8.569 eV
- Lowest unoccupied orbital energy: -1.9 eV

No. 2
Density functional theory data (ωB97M-V with the def2-TZVPD basis set) for a cluster of 2 separate species, C20H18F3NO3 in total.

Structure (XYZ):
```
45
Properties=species:S:1:pos:R:3:lowdin_charge:R:1
C -3.25 -0.85 2.75 -0.182
N -3.36 -2.10 2.03 -0.014
C -2.89 -2.23 0.84 -0.539
C -3.27 -3.68 0.32 -0.522
F -2.42 -4.59 0.88 0.087
F -4.54 -4.03 0.64 0.101
F -3.14 -3.76 -1.03 0.096
O -2.22 -1.50 0.09 -0.069
H -3.51 -1.08 3.79 0.054
H -2.23 -0.42 2.73 0.050
H -3.98 -0.08 2.40 0.066
C -0.98 5.54 2.44 -0.093
C -1.69 4.20 2.23 -0.089
C -0.69 3.41 1.44 -0.136
C 0.47 4.20 1.30 -0.189
O 0.38 5.44 1.86 0.011
C 1.61 3.70 0.64 0.026
C 1.57 2.42 0.15 0.003
C 0.38 1.61 0.20 -0.167
C 0.25 0.32 -0.35 0.119
C 1.15 -0.36 -1.21 -0.165
C 1.01 -1.78 -1.32 0.086
C 1.93 -2.51 -2.03 -0.133
C 2.98 -1.86 -2.72 -0.189
O 3.84 -2.70 -3.37 0.010
C 3.35 -4.08 -3.11 -0.094
C 2.08 -3.98 -2.26 -0.086
C 3.08 -0.46 -2.72 0.024
C 2.16 0.27 -2.02 -0.005
C -0.75 2.14 0.89 0.079
H -1.50 6.37 1.94 0.126
H -0.87 5.79 3.51 0.127
H -1.92 3.71 3.18 0.131
H -2.63 4.32 1.67 0.130
H 2.49 4.33 0.57 0.126
H 2.47 1.99 -0.28 0.106
H -0.64 -0.23 -0.06 0.091
H 0.19 -2.28 -0.80 0.136
H 3.17 -4.56 -4.08 0.126
H 4.15 -4.62 -2.60 0.126
H 2.18 -4.52 -1.31 0.130
H 1.21 -4.39 -2.79 0.132
H 3.89 0.01 -3.29 0.125
H 2.17 1.36 -2.09 0.111
H -1.66 1.55 0.98 0.135
```

Properties
- HOMO: -6.860 eV
- Lowest unoccupied orbital energy: -2.4 eV

No. 3
Density functional theory data (ωB97M-V with the def2-TZVPD basis set) for the molecule C20H18N4O4.

Structure (XYZ):
```
46
Properties=species:S:1:pos:R:3:lowdin_charge:R:1
O 1.16 -0.51 -4.40 0.063
C 1.02 0.63 -4.02 -0.574
N 1.65 1.61 -4.73 0.068
C 1.60 3.07 -4.56 -0.174
C 2.90 3.58 -3.89 -0.174
C 3.00 5.08 -3.72 -0.271
O 2.83 5.82 -4.95 -0.079
N 0.33 0.95 -2.90 0.139
C -0.18 0.00 -2.01 -0.198
C -0.90 -1.16 -2.39 0.000
C -1.38 -2.04 -1.46 -0.012
C -1.25 -1.81 -0.10 -0.219
N -1.71 -2.70 0.82 0.199
C -1.56 -2.40 2.14 -0.105
C -1.90 -3.50 3.04 -0.202
C -2.86 -4.46 2.87 -0.024
C -2.81 -5.33 4.00 -0.057
C -1.79 -4.87 4.80 -0.079
O -1.20 -3.76 4.21 0.023
C -1.00 -1.15 2.53 -0.105
C -0.93 -0.73 3.95 -0.197
C 0.06 0.10 4.45 -0.012
C -0.19 0.27 5.87 -0.051
C -1.31 -0.51 6.14 -0.090
O -1.75 -1.12 4.99 0.021
N -0.53 -0.27 1.61 0.190
C -0.63 -0.60 0.31 -0.221
C -0.08 0.28 -0.63 0.046
H 2.05 1.29 -5.59 0.142
H 1.50 3.50 -5.57 0.123
H 0.73 3.34 -3.95 0.118
H 3.77 3.29 -4.53 0.122
H 3.03 3.05 -2.92 0.123
H 2.23 5.43 -3.00 0.121
H 3.97 5.30 -3.30 0.102
H 3.09 6.75 -4.89 0.088
H 0.60 1.81 -2.46 0.125
H -1.00 -1.38 -3.48 0.130
H -1.95 -2.92 -1.75 0.120
H -3.48 -4.54 2.02 0.103
H -3.52 -6.12 4.30 0.110
H -1.49 -5.24 5.77 0.117
H 0.87 0.50 3.85 0.111
H 0.34 0.88 6.60 0.101
H -1.70 -0.61 7.15 0.122
H 0.36 1.18 -0.24 0.117
```

Properties
- HOMO: -7.845 eV
- Structure (SMILES): O=C(NCCCO)Nc1ccc2nc(-c3ccco3)c(-c3ccco3)nc2c1
- Lowest unoccupied orbital energy: -0.5 eV

No. 4
Density functional theory data (ωB97M-V with the def2-TZVPD basis set) for the molecule C20H18N4O4.

Structure (XYZ):
```
46
Properties=species:S:1:pos:R:3:lowdin_charge:R:1
C 6.62 3.94 0.80 -0.088
O 6.86 3.09 1.89 -0.078
C 6.01 2.06 2.13 -0.270
C 6.31 1.27 3.24 -0.018
C 5.51 0.20 3.56 -0.075
C 4.40 -0.10 2.79 -0.019
C 4.09 0.68 1.69 -0.252
O 2.97 0.31 0.99 -0.027
C 2.60 1.05 -0.14 -0.122
C 1.37 0.43 -0.71 -0.211
C 0.64 -0.66 -0.35 0.084
C -0.39 -0.70 -1.32 -0.182
C -1.49 -1.70 -1.42 -0.442
O -1.63 -2.60 -0.61 0.060
N -2.29 -1.49 -2.48 0.091
C -3.45 -2.33 -2.76 -0.100
C -4.73 -1.65 -2.43 -0.197
C -5.66 -1.02 -3.23 -0.096
N -6.68 -0.53 -2.52 0.099
C -6.42 -0.83 -1.26 -0.290
C -7.15 -0.55 -0.09 -0.001
C -6.66 -0.98 1.11 -0.081
C -5.43 -1.67 1.18 -0.065
C -4.72 -1.94 0.04 -0.024
N -5.21 -1.52 -1.15 0.050
N -0.27 0.29 -2.17 0.111
O 0.82 1.00 -1.80 0.034
C 4.90 1.77 1.35 0.041
H 6.66 3.39 -0.15 0.096
H 5.66 4.45 0.88 0.096
H 7.42 4.68 0.81 0.094
H 7.18 1.52 3.83 0.115
H 5.74 -0.41 4.42 0.108
H 3.76 -0.94 3.03 0.115
H 3.40 1.05 -0.90 0.150
H 2.38 2.10 0.12 0.150
H 0.81 -1.34 0.46 0.126
H -2.12 -0.68 -3.05 0.135
H -3.32 -3.24 -2.17 0.128
H -3.45 -2.59 -3.83 0.130
H -5.63 -0.92 -4.30 0.106
H -8.08 -0.02 -0.19 0.113
H -7.20 -0.78 2.02 0.101
H -5.05 -2.00 2.13 0.103
H -3.78 -2.46 0.05 0.108
H 4.66 2.38 0.50 0.093
```

Properties
- HOMO: -7.985 eV
- Structure (SMILES): COc1cccc(OCc2cc(C(=O)NCc3cnc4ccccn34)no2)c1
- Lowest unoccupied orbital energy: 0.5 eV

No. 5
Density functional theory data (ωB97M-V with the def2-TZVPD basis set) for a structure of composition C20H18N6OV.

Structure (XYZ):
```
46
Properties=species:S:1:pos:R:3:lowdin_spin:R:1
V 0.22 -0.07 0.39 1.915
N 4.26 -1.17 -0.12 -0.005
C 3.14 -0.53 -0.39 0.005
N 2.17 -0.38 0.51 -0.004
C 2.39 -0.83 1.84 -0.003
N 1.53 -0.46 2.74 0.016
N 0.61 0.36 2.19 -0.029
C 0.20 1.47 2.69 0.058
C -0.42 2.36 1.71 0.004
C -0.91 3.62 1.97 0.009
C -1.32 4.42 0.91 0.000
C -1.23 3.93 -0.39 0.009
C -0.74 2.65 -0.58 0.005
N -0.35 1.88 0.44 0.004
C 3.54 -1.63 2.13 -0.001
C 3.76 -2.23 3.38 -0.002
C 4.89 -2.99 3.58 -0.001
C 5.82 -3.16 2.55 -0.003
C 5.64 -2.55 1.32 -0.001
C 4.50 -1.80 1.11 -0.002
H 4.98 -1.21 -0.83 0.000
H 3.02 -0.11 -1.38 0.001
H 0.42 1.78 3.71 0.002
H -0.94 3.99 2.99 0.000
H -1.71 5.41 1.09 0.000
H -1.52 4.53 -1.24 0.000
H -0.67 2.22 -1.58 0.001
H 3.04 -2.07 4.17 0.000
H 5.07 -3.45 4.54 0.000
H 6.70 -3.76 2.72 0.000
H 6.38 -2.67 0.54 0.000
O -1.91 -0.11 0.36 0.017
C -2.61 -1.32 0.01 0.001
C -1.59 -2.40 -0.12 0.004
C -1.98 -3.71 -0.34 -0.001
C -1.01 -4.68 -0.48 0.006
C 0.33 -4.31 -0.40 -0.001
C 0.64 -2.99 -0.17 0.004
N -0.30 -2.02 -0.03 -0.010
H -2.57 0.56 0.58 0.000
H -3.14 -1.19 -0.94 0.000
H -3.34 -1.57 0.78 0.000
H -3.03 -3.95 -0.40 0.000
H -1.29 -5.72 -0.65 0.000
H 1.12 -5.04 -0.50 0.000
H 1.68 -2.71 -0.09 0.000
```

Properties
- HOMO (alpha / beta): -17.684 / -17.689 eV
- Lowest unoccupied orbital energy (alpha / beta): -11.3 / -10.9 eV
- Net charge: +3
- 2S+1: 3

No. 6
Density functional theory data (ωB97M-V with the def2-TZVPD basis set) for a structure of composition C20H18NO18PS.

Structure (XYZ):
```
59
Properties=species:S:1:pos:R:3:lowdin_charge:R:1
N 1.19 -1.78 1.04 -0.168
P 0.40 -0.40 1.19 0.717
O 1.01 0.38 2.57 -0.200
O 0.69 0.48 -0.24 -0.204
C -1.43 -0.79 1.34 -0.374
C -2.50 0.40 1.44 -0.144
O -3.77 -0.25 1.09 -0.212
S -3.45 -1.81 0.51 0.809
O -3.44 -2.80 1.63 -0.276
O -4.30 -2.29 -0.61 -0.248
O -1.83 -1.49 0.15 -0.200
H 1.88 -1.90 1.78 -0.017
H 1.78 0.95 2.35 0.077
H 1.55 0.95 -0.18 0.088
H -1.49 -1.31 2.34 0.112
H -2.31 1.38 0.91 0.140
H -2.50 0.67 2.55 0.142
C 0.91 -1.31 5.47 0.080
C 1.29 -1.47 6.74 -0.222
C 1.16 -2.79 7.44 -0.314
O 1.54 -2.90 8.59 0.113
C 0.56 -3.90 6.69 0.079
C 0.17 -3.74 5.42 -0.217
C 0.33 -2.43 4.72 -0.283
O -0.02 -2.33 3.56 0.060
O -0.39 -4.75 4.72 0.108
O 1.82 -0.45 7.45 0.100
H 1.00 -0.37 4.96 0.117
H 0.45 -4.84 7.21 0.138
H -0.58 -4.38 3.83 0.122
H 2.02 -0.82 8.34 0.117
C 1.43 -2.21 -2.95 0.089
C 0.88 -1.03 -3.24 -0.195
C 0.45 -0.70 -4.63 -0.293
O -0.06 0.39 -4.86 0.100
C 0.68 -1.69 -5.68 0.077
C 1.23 -2.87 -5.39 -0.224
C 1.63 -3.22 -3.99 -0.312
O 2.11 -4.31 -3.76 0.114
O 1.45 -3.81 -6.34 0.099
O 0.69 -0.09 -2.28 0.030
H 1.74 -2.47 -1.94 0.129
H 0.38 -1.43 -6.69 0.136
H 1.85 -4.57 -5.88 0.116
H 0.28 0.67 -2.74 0.090
C -0.09 4.99 -1.82 0.076
C -0.64 6.17 -2.12 -0.224
C -1.06 6.50 -3.51 -0.314
O -1.57 7.59 -3.73 0.115
C -0.84 5.51 -4.55 0.080
C -0.28 4.33 -4.26 -0.217
C 0.11 3.98 -2.87 -0.294
O 0.60 2.89 -2.63 0.101
O -0.07 3.40 -5.22 0.104
O -0.83 7.11 -1.16 0.101
H 0.22 4.73 -0.82 0.134
H -1.13 5.77 -5.56 0.139
H 0.34 2.63 -4.77 0.088
H -1.24 7.87 -1.63 0.118
```

Properties
- HOMO: -8.911 eV
- Lowest unoccupied orbital energy: -1.8 eV

No. 7
Density functional theory data (ωB97M-V with the def2-TZVPD basis set) for a structure of composition C20H19AsN2O6S3Ti.

Structure (XYZ):
```
52
Properties=species:S:1:pos:R:3:lowdin_spin:R:1
Ti 1.19 1.01 0.14 0.937
O 1.63 -0.06 4.10 0.001
C 1.01 0.27 3.11 0.003
O 1.48 0.98 2.13 0.016
C -0.47 -0.09 2.95 0.001
C -1.24 1.14 2.43 0.000
C -2.74 0.99 2.70 0.000
C -3.11 -0.14 1.71 0.000
C -1.78 -0.35 0.97 0.000
O -1.18 0.97 1.00 0.003
C -0.79 -1.13 1.82 0.000
C 0.45 -1.51 0.99 0.003
O 0.51 -0.92 -0.17 0.016
O 1.30 -2.27 1.44 -0.001
H -0.84 -0.43 3.91 0.000
H -0.80 2.10 2.69 0.000
H -2.94 0.74 3.75 0.000
H -3.26 1.91 2.46 0.000
H -3.43 -1.05 2.21 0.000
H -3.90 0.17 1.03 0.000
H -1.87 -0.68 -0.06 0.000
H -1.20 -2.05 2.24 0.000
S -0.81 3.62 -1.18 -0.009
C -1.61 2.13 -1.72 -0.001
C -2.98 2.07 -1.54 0.000
C -3.71 0.97 -1.97 -0.001
C -5.13 0.92 -1.73 0.000
N -6.26 0.91 -1.53 0.000
C -3.03 -0.09 -2.59 0.000
C -1.66 -0.03 -2.76 0.000
C -0.90 1.07 -2.33 0.001
S 0.82 1.08 -2.56 0.003
C -3.75 -1.25 -3.05 0.000
N -4.30 -2.19 -3.42 0.000
H -3.49 2.88 -1.03 0.000
H -1.15 -0.85 -3.24 0.000
S 1.69 3.97 0.33 0.038
C 0.53 3.00 -0.29 -0.016
C 2.73 -2.11 -1.69 0.000
As 3.84 -0.87 -0.76 0.001
C 5.23 -0.33 -1.97 0.000
C 4.60 -1.74 0.76 0.001
O 3.10 0.55 -0.27 0.004
H 3.38 -2.79 -2.24 0.000
H 2.08 -1.54 -2.35 0.000
H 2.14 -2.63 -0.94 0.000
H 5.82 -1.19 -2.29 0.000
H 5.86 0.39 -1.46 0.000
H 4.76 0.14 -2.83 0.000
H 5.11 -2.66 0.45 0.000
H 3.76 -1.97 1.42 0.000
H 5.30 -1.06 1.25 0.000
```

Properties
- HOMO (alpha / beta): -4.718 / -4.696 eV
- Lowest unoccupied orbital energy (alpha / beta): 2.3 / 2.3 eV
- Net charge: -1
- 2S+1: 2

No. 8
Density functional theory data (ωB97M-V with the def2-TZVPD basis set) for a structure of composition C20H19AsN4O5STa.

Structure (XYZ):
```
51
Properties=species:S:1:pos:R:3:lowdin_charge:R:1
Ta -0.40 0.43 -0.73 1.816
O 1.69 4.36 3.59 0.203
C 1.30 3.56 2.64 -0.217
C 1.81 3.58 1.32 0.144
C 1.30 2.68 0.43 -0.140
N 0.33 1.81 0.75 -0.016
C -0.14 1.76 2.01 -0.143
C 0.30 2.60 2.99 0.154
C -1.14 0.66 2.16 -0.458
O -1.78 0.38 3.12 0.245
O -1.24 -0.01 0.95 -0.286
C 1.75 2.48 -0.99 -0.412
O 2.59 3.06 -1.58 0.264
O 0.99 1.44 -1.54 -0.215
H 2.37 4.99 3.33 0.171
H 2.60 4.26 1.02 0.163
H -0.08 2.55 4.00 0.168
N -2.18 -0.45 -4.50 0.243
C -0.92 -0.90 -4.92 -0.144
C -0.48 -1.38 -6.14 0.036
C 0.87 -1.65 -6.23 -0.016
C 1.74 -1.43 -5.15 -0.022
C 1.29 -0.96 -3.93 -0.032
C -0.08 -0.72 -3.82 -0.200
N -0.85 -0.22 -2.75 -0.032
C -2.08 -0.04 -3.25 -0.233
C -3.03 0.67 -2.41 -0.274
C -4.33 1.01 -2.54 -0.237
S -4.85 1.89 -1.17 1.239
C -3.33 1.74 -0.48 -0.379
N -2.45 1.09 -1.23 -0.121
H -3.00 -0.39 -5.09 0.201
H -1.15 -1.52 -6.98 0.136
H 1.27 -2.02 -7.16 0.132
H 2.80 -1.61 -5.29 0.129
H 1.98 -0.74 -3.13 0.099
H -5.01 0.80 -3.35 0.114
H -3.10 2.15 0.50 0.108
C 2.05 -2.88 -1.28 -0.237
As 0.63 -2.05 -0.28 1.057
C -0.88 -3.25 -0.38 -0.234
C 1.21 -2.09 1.57 -0.232
H 2.29 -3.80 -0.76 0.063
H 2.93 -2.24 -1.31 0.052
H 1.72 -3.10 -2.29 0.036
H -0.55 -4.23 -0.02 0.064
H -1.22 -3.34 -1.40 0.043
H -1.68 -2.89 0.27 0.044
H 1.56 -3.11 1.77 0.063
H 0.38 -1.87 2.23 0.040
H 2.03 -1.40 1.73 0.049
```

Properties
- HOMO: -17.441 eV
- Lowest unoccupied orbital energy: -11.0 eV
- Net charge: +3

Energy across the listed records, respectively: -62724.7815; -36814.7031; -35181.1312; -35181.1012; -57682.7625; -79496.7241; -152778.7876; -110450.0968 eV.